78
Properties=species:S:1:pos:R:3 method="wB97M-V/def2-TZVPD" de_lowest_kj_mol=16.64 multiplicity=2 max_force_ev_per_a=0.66 total_energy_ev=-132761.0058 orbital_gap_ev="7.3747 / 7.2567" homo_ha="-0.2805 / -0.2762" total_charge=0 s_squared=0.818
Mn 1.864 0.720 -1.091
S 4.136 0.494 -3.633
P -0.277 0.151 -1.779
C -0.900 -0.605 -0.246
P 0.218 -1.841 0.280
S 2.148 -1.413 -0.092
C -0.061 -2.040 2.063
C 0.623 -1.198 2.937
C 0.341 -1.226 4.293
C -0.614 -2.105 4.787
C -1.283 -2.960 3.922
C -1.011 -2.925 2.561
C -0.219 -3.431 -0.465
C 0.749 -4.424 -0.590
C 0.411 -5.658 -1.121
C -0.890 -5.902 -1.542
C -1.854 -4.910 -1.430
C -1.521 -3.677 -0.889
C -0.579 -1.162 -3.004
C 0.507 -1.929 -3.410
C 0.324 -3.000 -4.275
C -0.942 -3.291 -4.757
C -2.028 -2.509 -4.379
C -1.848 -1.453 -3.502
C -1.502 1.441 -2.136
C -2.826 1.364 -1.706
C -3.719 2.382 -2.001
C -3.294 3.488 -2.728
C -1.977 3.574 -3.153
C -1.082 2.558 -2.854
H 1.382 -0.529 2.546
H 0.873 -0.567 4.967
H -0.829 -2.132 5.847
H -2.015 -3.659 4.305
H -1.535 -3.595 1.890
H 1.769 -4.219 -0.288
H 1.166 -6.426 -1.219
H -1.149 -6.863 -1.967
H -2.864 -5.090 -1.775
H -2.256 -2.885 -0.819
H 1.499 -1.692 -3.040
H 1.174 -3.599 -4.574
H -1.086 -4.122 -5.436
H -3.014 -2.726 -4.769
H -2.697 -0.849 -3.205
H -3.154 0.499 -1.140
H -4.745 2.315 -1.663
H -3.989 4.286 -2.953
H -1.638 4.441 -3.705
H -0.046 2.641 -3.160
N 5.000 4.618 4.210
C 4.093 4.254 3.230
C 4.513 3.527 2.112
C 3.623 3.207 1.107
C 2.298 3.615 1.211
C 1.864 4.342 2.314
C 2.757 4.660 3.316
S 1.135 3.182 -0.019
O 0.113 4.180 -0.064
O 1.865 2.880 -1.258
N 0.593 1.687 0.331
C -0.498 1.490 1.060
N -0.882 2.360 2.009
C -1.934 2.077 2.742
C -2.691 0.915 2.585
C -2.307 0.078 1.577
N -1.227 0.343 0.811
H 5.842 4.069 4.265
H 4.616 4.851 5.111
H 5.549 3.221 2.029
H 3.953 2.654 0.238
H 0.830 4.652 2.372
H 2.428 5.237 4.171
H -2.196 2.806 3.502
H -3.550 0.692 3.198
H -2.828 -0.828 1.308
O 3.918 0.920 -1.140
N 3.386 0.566 -2.227